[1]
{"formula": "C6H12Si", "method": "ωB97M-V/def2-TZVPD", "smiles": "C[SiH2]C1=CCCC1", "gap_ev": 10.206, "lumo_ha": 0.037, "relative_energy_ev": 1.730, "charge": 0, "symbols": ["C", "Si", "C", "C", "C", "C", "C", "H", "H", "H", "H", "H", "H", "H", "H", "H", "H", "H", "H"], "coordinates": [[-1.255, -1.795, 2.070], [-0.510, 0.027, 1.925], [0.014, 0.302, 0.116], [-0.712, -0.027, -0.951], [-0.166, 0.590, -2.181], [1.346, 0.632, -1.833], [1.308, 1.009, -0.325], [-1.783, -2.014, 2.950], [-1.918, -1.942, 1.245], [-0.467, -2.472, 2.002], [-1.473, 0.835, 2.564], [0.880, 0.157, 2.680], [-1.743, -0.495, -0.768], [-0.535, 1.583, -2.371], [-0.310, 0.037, -3.066], [1.747, -0.402, -2.174], [1.972, 1.366, -2.217], [2.236, 0.585, 0.352], [1.369, 2.024, -0.017]], "atomic_forces_ev_per_a": [[0.493, 2.591, -0.648], [2.125, -2.594, -0.231], [0.154, 0.513, 1.018], [-2.287, -0.059, 1.623], [1.477, 0.063, -0.360], [-0.489, -1.448, 0.847], [1.720, -4.090, 2.174], [-0.714, 0.047, 1.329], [-0.443, -0.143, -0.655], [1.416, -1.286, -0.304], [-0.841, 1.271, 0.303], [-1.409, -0.123, -0.449], [1.559, 0.627, -0.907], [-0.471, 0.521, 0.152], [-0.353, -0.756, -1.143], [-0.270, 1.623, 1.399], [0.710, 1.334, -1.817], [-2.016, 0.599, -1.807], [-0.362, 1.313, -0.526]]}

[2]
{"formula": "C4H14AgNO4", "method": "ωB97M-V/def2-TZVPD", "s_squared": 0.7753, "gap_ev": [6.168, 5.835], "spin_multiplicity": 2, "lumo_ha": [0.107, 0.096], "charge": -1, "symbols": ["Ag", "O", "H", "O", "H", "O", "H", "C", "C", "C", "O", "C", "N", "H", "H", "H", "H", "H", "H", "H", "H", "H", "H", "H"], "coordinates": [[-22.546, -17.820, -18.318], [-22.907, -17.227, -16.038], [-23.877, -17.223, -15.922], [-22.198, -20.170, -17.477], [-22.140, -21.145, -17.463], [-21.795, -15.427, -17.971], [-22.170, -15.274, -18.859], [-24.255, -19.545, -20.717], [-23.861, -18.054, -21.083], [-24.718, -16.992, -20.366], [-24.741, -17.277, -18.940], [-25.617, -16.462, -18.112], [-22.449, -17.886, -20.755], [-23.708, -20.261, -21.331], [-25.340, -19.622, -20.797], [-23.961, -19.766, -19.691], [-23.934, -17.884, -22.157], [-25.738, -16.920, -20.745], [-24.329, -15.984, -20.506], [-26.678, -16.619, -18.305], [-25.386, -15.452, -18.452], [-25.314, -16.629, -17.079], [-22.021, -17.322, -21.476], [-22.134, -18.794, -21.063]], "atomic_forces_ev_per_a": [[1.267, 0.072, 1.993], [-0.299, -0.039, -0.439], [0.552, -0.097, -0.171], [-0.143, -0.072, -0.355], [-0.097, 0.820, -0.308], [-0.613, -0.806, -0.748], [0.234, 0.077, 0.361], [-0.031, 1.722, 0.059], [-0.948, -0.453, 0.479], [-0.272, -0.193, 1.347], [-1.321, -0.278, -0.753], [1.349, 0.229, -1.661], [0.288, -0.810, -0.451], [-0.264, 0.071, -0.338], [0.048, -0.406, -0.170], [0.012, 0.134, 0.235], [-0.713, -0.075, -0.216], [-0.274, -0.511, -0.154], [0.519, 0.151, -0.069], [-0.070, -0.509, 0.048], [-0.125, 0.466, 0.665], [-0.202, 0.093, -0.288], [0.148, 0.853, 0.260], [0.957, -0.437, 0.676]]}

[3]
{"formula": "C17H37N2O5PS7", "method": "ωB97M-V/def2-TZVPD", "gap_ev": 6.735, "lumo_ha": -0.035, "charge": 0, "symbols": ["C", "C", "C", "C", "C", "P", "S", "C", "N", "S", "N", "C", "H", "H", "H", "H", "H", "H", "H", "C", "S", "O", "C", "H", "H", "H", "H", "H", "H", "C", "S", "O", "C", "H", "H", "H", "H", "H", "H", "C", "S", "O", "C", "H", "H", "H", "H", "H", "H", "C", "S", "O", "C", "H", "H", "H", "H", "H", "H", "C", "S", "O", "C", "H", "H", "H", "H", "H", "H"], "coordinates": [[5.893, -2.776, -2.063], [4.283, -2.888, -2.074], [3.686, -4.273, -2.441], [2.091, -4.384, -2.442], [1.211, -3.129, -2.117], [-0.686, -3.317, -2.097], [-1.552, -2.477, -3.654], [1.857, -1.743, -1.782], [1.222, -0.467, -1.467], [2.436, 0.709, -1.153], [3.836, -0.260, -1.437], [3.440, -1.602, -1.754], [6.181, -1.803, -2.622], [6.375, -3.682, -2.571], [6.243, -2.756, -0.962], [4.306, -5.195, -2.703], [1.557, -5.360, -2.683], [-1.104, -2.687, -0.858], [-0.997, -4.719, -2.117], [-2.312, 3.389, 0.665], [-1.448, 2.106, -0.269], [0.008, 2.218, 0.059], [-1.696, 2.857, -1.892], [-2.251, 3.145, 1.727], [-1.843, 4.359, 0.489], [-3.360, 3.418, 0.361], [-1.265, 3.861, -1.908], [-2.763, 2.904, -2.112], [-1.199, 2.238, -2.640], [-0.002, -2.843, 3.020], [-0.392, -4.398, 2.192], [-1.218, -4.070, 0.988], [-1.514, -5.010, 3.468], [0.668, -2.268, 2.379], [-0.915, -2.274, 3.193], [0.496, -3.051, 3.969], [-2.334, -4.303, 3.612], [-0.966, -5.145, 4.401], [-1.917, -5.970, 3.142], [8.030, 3.115, -2.081], [7.791, 1.359, -2.432], [8.692, 1.002, -3.569], [6.121, 1.530, -3.096], [9.037, 3.254, -1.686], [7.916, 3.697, -2.998], [7.301, 3.440, -1.336], [6.126, 2.211, -3.949], [5.456, 1.907, -2.318], [5.775, 0.548, -3.420], [-2.428, 0.593, 6.524], [-2.640, -1.167, 6.181], [-1.737, -1.513, 5.041], [-4.315, -1.027, 5.520], [-1.422, 0.751, 6.915], [-2.554, 1.170, 5.605], [-3.160, 0.910, 7.270], [-4.323, -0.349, 4.665], [-4.984, -0.657, 6.299], [-4.645, -2.016, 5.201], [-6.907, 4.628, -0.602], [-6.045, 3.345, -1.535], [-4.589, 3.455, -1.207], [-6.292, 4.098, -3.158], [-6.847, 4.384, 0.459], [-6.437, 5.598, -0.778], [-7.955, 4.659, -0.907], [-5.860, 5.100, -3.173], [-7.360, 4.145, -3.378], [-5.796, 3.477, -3.905]], "atomic_forces_ev_per_a": [[-1.069, 0.242, 0.175], [-0.310, -2.231, -0.852], [-2.538, 4.490, 1.214], [0.487, 4.356, 1.074], [2.720, -2.029, -0.043], [0.559, 1.236, -0.611], [0.221, -0.192, 0.324], [1.419, 1.634, 0.367], [2.961, -2.752, -0.508], [0.244, -5.047, -1.371], [-2.274, -2.818, -0.479], [-2.286, 0.333, 0.045], [-0.258, -1.661, 1.112], [-0.841, 1.373, 0.678], [-0.442, 0.220, -1.831], [-0.804, 1.741, 0.507], [0.876, 1.513, 0.394], [0.499, -0.921, -0.744], [0.596, 0.641, 0.647], [0.017, 0.084, 0.215], [-0.109, 0.097, -0.128], [-0.058, 0.137, -0.078], [0.125, -0.021, -0.188], [0.164, -0.097, -0.095], [0.067, -0.087, -0.040], [0.296, -0.087, -0.018], [0.029, -0.049, 0.125], [0.122, -0.042, 0.156], [0.058, -0.074, 0.193], [-0.025, 0.076, -0.226], [0.068, 0.130, 0.131], [0.051, -0.069, 0.264], [-0.181, -0.023, -0.003], [-0.017, -0.175, -0.061], [0.085, -0.149, -0.017], [-0.076, -0.038, -0.051], [0.113, 0.051, -0.053], [0.032, 0.043, -0.082], [0.107, 0.073, -0.068], [0.016, 0.129, -0.038], [0.058, -0.045, -0.230], [-0.289, 0.190, 0.280], [-0.014, 0.125, -0.130], [-0.072, -0.123, -0.041], [0.002, -0.108, 0.000], [0.023, -0.079, -0.022], [0.137, -0.026, 0.032], [0.071, -0.116, 0.001], [0.075, 0.065, 0.121], [0.028, 0.103, -0.061], [0.030, 0.059, -0.100], [-0.375, 0.190, 0.364], [-0.049, 0.036, -0.107], [-0.073, -0.125, -0.042], [0.010, -0.112, -0.001], [0.029, -0.086, -0.019], [0.093, -0.037, 0.040], [0.079, -0.040, 0.011], [0.118, 0.043, 0.064], [0.064, 0.121, 0.050], [-0.098, 0.025, -0.061], [-0.758, 0.209, -0.253], [0.092, 0.083, -0.060], [0.039, -0.075, -0.118], [0.036, -0.090, -0.035], [0.068, -0.072, -0.013], [0.012, -0.064, 0.084], [0.044, -0.059, 0.067], [-0.023, -0.028, 0.144]]}

[4]
{"formula": "C3H8FN3O", "method": "ωB97M-V/def2-TZVPD", "smiles": "[H]/N=C(/NO)[C@H](F)CN", "gap_ev": 10.341, "lumo_ha": 0.025, "relative_energy_ev": 1.040, "charge": 0, "symbols": ["H", "N", "C", "N", "O", "C", "F", "C", "N", "H", "H", "H", "H", "H", "H", "H"], "coordinates": [[0.950, 2.606, 0.273], [1.648, 1.903, 0.208], [1.130, 0.755, 0.021], [2.036, -0.335, 0.218], [1.777, -1.442, -0.649], [-0.228, 0.445, -0.470], [-0.836, 1.740, -0.572], [-1.072, -0.469, 0.433], [-2.449, -0.571, -0.117], [2.988, -0.072, 0.015], [1.799, -2.245, -0.010], [-0.170, -0.019, -1.436], [-1.064, 0.006, 1.396], [-0.547, -1.458, 0.441], [-3.081, -1.168, 0.427], [-2.879, 0.324, -0.177]], "atomic_forces_ev_per_a": [[-0.740, 0.810, -0.384], [0.123, -1.379, 0.525], [2.831, 0.043, 0.094], [-0.951, -0.200, -0.456], [-0.104, -1.894, 1.716], [-1.311, 0.571, 0.766], [-0.177, -1.340, -0.151], [-0.363, 0.174, -0.903], [0.750, -1.197, 0.174], [0.121, 0.515, 0.182], [-0.098, 1.978, -1.639], [-0.051, 0.141, -0.768], [0.120, -0.095, 0.882], [-0.688, 0.807, 0.140], [0.695, 0.279, -0.166], [-0.158, 0.786, -0.014]]}

[5]
{"formula": "C9H8Br9NO2", "method": "ωB97M-V/def2-TZVPD", "gap_ev": 9.393, "lumo_ha": -0.021, "relative_energy_ev": 0.418, "charge": 0, "symbols": ["C", "Br", "Br", "Br", "H", "C", "Br", "Br", "Br", "H", "C", "Br", "Br", "Br", "H", "C", "C", "C", "C", "C", "C", "N", "O", "O", "H", "H", "H", "H", "H"], "coordinates": [[-4.680, -2.011, -1.147], [-5.582, -0.853, 0.104], [-2.772, -1.571, -1.180], [-5.343, -1.619, -2.964], [-4.705, -3.069, -0.928], [-0.126, -3.106, 1.085], [0.733, -1.420, 1.544], [-1.257, -3.717, 2.568], [1.175, -4.443, 0.642], [-0.755, -2.908, 0.229], [-1.414, 0.470, 3.549], [-2.841, 0.135, 2.234], [-2.209, 1.034, 5.237], [-0.184, 1.803, 2.831], [-0.904, -0.474, 3.676], [0.355, 1.992, -1.334], [1.296, 3.019, -1.431], [2.608, 2.679, -1.257], [3.036, 1.372, -1.220], [2.120, 0.353, -0.968], [0.753, 0.685, -1.079], [4.447, 1.024, -1.263], [4.777, -0.144, -1.280], [5.246, 1.938, -1.275], [-0.711, 2.155, -1.439], [1.000, 4.044, -1.596], [3.350, 3.472, -1.258], [2.474, -0.662, -0.876], [0.116, -0.179, -1.202]], "atomic_forces_ev_per_a": [[0.613, 1.226, -0.980], [0.049, -0.613, -0.050], [-0.126, -0.130, 0.135], [0.006, -0.522, 0.709], [-0.535, 0.049, 0.122], [0.112, 0.095, 0.784], [-0.215, -0.528, -0.003], [0.239, 0.264, -0.555], [-0.082, 0.057, -0.106], [-0.079, -0.142, 0.050], [-0.792, 0.564, -0.412], [0.513, 0.052, 0.456], [0.410, -0.208, -0.466], [-0.264, -0.415, 0.362], [0.133, 0.097, 0.124], [-0.354, -0.477, 0.013], [-1.010, -0.765, 0.662], [1.593, 1.324, -0.897], [-1.200, -1.097, 1.399], [-0.269, 0.775, -1.285], [1.361, -0.448, -0.573], [0.986, 0.370, 0.245], [-0.469, -0.267, -0.036], [-0.035, 0.332, -0.078], [0.059, 0.278, -0.164], [0.010, 0.036, 0.104], [0.053, -0.203, -0.161], [-0.122, -0.032, 0.055], [-0.585, 0.328, 0.549]]}

Q: Among the records above, which one has the lowest charge?
A: C4H14AgNO4